#P
Molecular formula: C3H3NO2S2
Method: DFT, the ωB97M-V functional and the def2-TZVPD basis

Last column: Löwdin charge in e.
Geometry (Å):
C1 -1.64762 0.81861 0.04871  -0.7183
C2 0.07318 -0.80373 -0.42238  -0.4922
C3 1.42395 -1.24504 0.00927  -0.1619
H1 1.19952 1.75008 0.92341  -0.1028
H2 -1.77096 1.85606 0.18962  0.0205
H3 1.76612 -2.11340 -0.55296  0.1327
N1 -0.32801 0.51444 -0.20441  -0.4627
O1 -0.64349 -1.64116 -0.88950  0.1180
O2 2.07451 -0.79253 0.94338  0.0590
S1 0.79889 1.77610 -0.34951  0.8905
S2 -2.94609 -0.11942 0.30437  0.7172

* multiplicity: 1
* SMILES: O=CC(=O)N(S)C=S

***

#Q
Molecular formula: C3H3NO2S2
Method: DFT, the ωB97M-V functional and the def2-TZVPD basis

Last column: Löwdin charge in e.
Geometry (Å):
C1 -1.21663 0.15701 -0.11746  -0.2692
C2 0.68155 -1.20711 0.35188  -0.7977
C3 0.66518 -1.78364 -1.05049  -0.2462
H1 -2.15690 3.60481 -0.00072  -0.0098
H2 -1.79896 -0.72910 -0.14594  0.1209
H3 1.24176 -2.78204 -1.01879  0.1386
N1 -1.81036 1.27017 -0.42470  -0.3785
O1 0.15890 0.06310 0.37964  -0.1577
O2 0.13312 -1.24410 -1.98268  0.1015
S1 -0.87411 2.66335 -0.23312  0.6583
S2 1.64097 -1.57175 1.59932  0.8399

* multiplicity: 1
* SMILES: O=CC(=S)O/C=N\S

***

Name the most stable of them. #P.

***

#P
Molecular formula: C4H7NS2
Method: DFT, the ωB97M-V functional and the def2-TZVPD basis

Last column: Löwdin charge in e.
Geometry (Å):
C1 0.14367 -1.70063 0.00115  -0.4206
C2 0.83101 -0.60289 -0.26442  -0.5575
C3 -1.89964 1.89980 0.47092  -0.3291
C4 2.31412 -0.39839 0.09617  -0.0609
N1 0.11535 0.54546 -0.66875  -0.2858
S1 -1.78956 -1.71432 -0.17720  0.5217
S2 -1.45661 0.58828 -0.43320  0.6124
H1 0.45777 -2.69887 0.45211  0.0737
H2 -2.90922 2.32817 0.21711  0.0200
H3 -1.56221 1.92530 1.57155  0.0518
H4 2.28679 0.29787 0.98253  0.0854
H5 2.86514 0.16041 -0.78960  0.1069
H6 2.86236 -1.38368 0.24181  0.0872
H7 -2.25897 0.75347 -1.70018  0.0949

* multiplicity: 1
* SMILES: C=[S@H]1=NC(C)=CS1

***

#Q
Molecular formula: C4H7NS2
Method: DFT, the ωB97M-V functional and the def2-TZVPD basis

Last column: Löwdin charge in e.
Geometry (Å):
C1 -0.74300 -1.87659 0.31406  -0.5993
C2 -1.20168 -0.48018 0.18279  -0.2996
C3 -0.54597 0.79729 1.20557  -0.0128
C4 -0.06510 1.33974 -0.13813  -0.8658
H1 1.64689 -1.85835 1.40579  -0.0734
H2 -1.27217 -2.22564 1.20294  0.0707
H3 -0.94990 -2.39451 -0.78287  0.1124
H4 -2.38505 -0.49613 -0.05117  0.1782
H5 0.39159 0.44999 1.70577  0.1021
H6 -1.10612 1.28907 1.91349  0.0648
H7 -0.87415 0.07961 -1.72392  0.1022
N1 -0.64126 0.38028 -0.86086  0.0164
S1 0.95355 -2.53048 0.26897  0.6368
S2 0.56972 2.76875 -0.70833  0.5674

* multiplicity: 1
* SMILES: S=C1C[C@H](CS)N1

***

Name the most stable of them. #Q.

***

#P
Molecular formula: C4H7NS2
Method: DFT, the ωB97M-V functional and the def2-TZVPD basis

Last column: Löwdin charge in e.
Geometry (Å):
C1 0.48748 1.01134 -0.88757  -0.5439
C2 0.56328 -0.43355 -0.49958  -0.3281
C3 1.16488 -0.83554 0.81598  -0.0750
C4 -1.30329 -0.53165 1.25493  -0.6743
H1 -1.74612 0.96677 -1.74303  -0.1960
H2 0.15056 1.64775 -0.02703  0.0915
H3 1.47372 1.35894 -1.17710  0.0686
H4 0.69441 -1.14802 -1.34845  0.1533
H5 1.72184 -1.78295 0.88913  0.1174
H6 1.49049 -0.03773 1.50193  0.1278
H7 -1.24879 -0.76815 2.33375  0.0743
N1 -0.22210 -0.97266 0.55971  -0.1227
S1 -0.57689 1.34189 -2.32707  0.6760
S2 -2.64947 0.18358 0.65441  0.6310

* multiplicity: 1
* SMILES: S=CN1C[C@@H]1CS

***

#Q
Molecular formula: C4H7NS2
Method: DFT, the ωB97M-V functional and the def2-TZVPD basis

Last column: Löwdin charge in e.
Geometry (Å):
C1 -0.35665 -0.08755 -0.03303  -0.1507
C2 0.62792 0.68319 -0.39224  -0.1698
C3 1.28063 2.50904 1.04423  -0.0214
C4 -0.81112 -1.37616 -0.62982  -0.0846
N1 1.03539 1.94822 0.03880  0.0442
S1 1.63110 1.30311 3.46209  0.1025
S2 0.53489 0.47787 4.96004  -0.1166
H1 -0.86341 0.05142 0.96667  0.1337
H2 1.27288 0.41263 -1.09346  0.0704
H3 1.42895 3.43529 1.55947  0.0554
H4 0.07760 -1.79013 -1.25811  0.1193
H5 -1.11024 -1.95618 0.20596  0.0614
H6 -1.61163 -1.12509 -1.27032  0.0605
H7 1.99285 0.11738 2.68240  -0.1042

* multiplicity: 1

***

#R
Molecular formula: C4H7NS2
Method: DFT, the ωB97M-V functional and the def2-TZVPD basis

Last column: Löwdin charge in e.
Geometry (Å):
C1 -0.57638 1.35731 -1.69497  -1.0890
C2 1.07006 -0.18209 1.31043  -0.2012
C3 -0.37767 0.02480 1.02294  -0.1474
C4 0.69791 -0.19451 -0.09387  -0.5068
N1 -1.27703 0.43695 -2.24434  -0.0055
S1 -0.83102 3.00760 -2.61612  0.6049
S2 0.85298 1.45264 -0.87930  0.9418
H1 1.69470 0.64967 1.50479  0.0782
H2 1.22542 -1.20792 1.78363  0.1400
H3 -1.12733 -0.70461 1.30806  0.1092
H4 -0.67731 0.99474 0.99271  0.0359
H5 0.74867 -1.00765 -0.82740  0.1111
H6 -1.86230 0.52318 -3.10277  0.0517
H7 -1.67834 2.47848 -3.59898  -0.1229

* multiplicity: 1
* SMILES: [H]/N=C(\S)SC1CC1

***

Name the most stable of them. #P.

***

#P
Molecular formula: C4H7NS2
Method: DFT, the ωB97M-V functional and the def2-TZVPD basis

Last column: Löwdin charge in e.
Geometry (Å):
C1 1.43760 -0.16557 0.34791  -1.1575
C2 -1.04900 0.75703 0.62128  -0.5353
C3 -1.74664 -0.54574 0.54157  -0.3344
C4 -3.24868 -0.41182 0.12162  -0.0662
H1 0.89920 -0.36778 1.38584  0.0653
H2 -1.06398 1.13473 1.78139  0.1452
H3 -1.61131 1.68834 0.12277  0.1113
H4 -1.23244 -1.50492 0.86117  0.1488
H5 -3.46007 0.58859 0.14702  0.0486
H6 -3.98855 -1.16031 0.39782  0.0979
H7 -1.92590 -0.05824 -1.67250  0.0494
N1 -2.15036 -0.67787 -0.93384  -0.0251
S1 2.99547 -0.51535 -0.03708  0.5652
S2 0.44677 0.92918 -0.35547  0.8868

* multiplicity: 1
* SMILES: S=CSC[C@H]1CN1

***

#Q
Molecular formula: C4H7NS2
Method: DFT, the ωB97M-V functional and the def2-TZVPD basis

Last column: Löwdin charge in e.
Geometry (Å):
C1 1.06435 1.15790 0.73022  -0.1047
C2 0.17715 0.54236 -0.21990  -0.4887
C3 -0.48133 1.10149 -1.24758  0.0482
C4 0.40401 -0.93241 -0.35483  -0.8233
H1 2.15089 0.90412 0.41779  0.0904
H2 0.89414 2.21498 0.78769  0.0664
H3 0.90503 0.58446 1.78596  0.1429
H4 -0.64172 2.17169 -0.97266  0.0977
H5 -1.03631 0.52038 -1.88840  0.0310
H6 -0.30691 -2.70721 -0.08229  0.1516
H7 -2.24775 -1.08029 1.50388  -0.0526
N1 -0.68914 -1.65001 -0.21503  -0.5401
S1 1.95130 -1.71722 -0.28808  0.5891
S2 -2.14371 -1.11023 0.04321  0.7922

* multiplicity: 1
* SMILES: C=C(C)C(=S)NS

***

#R
Molecular formula: C4H7NS2
Method: DFT, the ωB97M-V functional and the def2-TZVPD basis

Last column: Löwdin charge in e.
Geometry (Å):
C1 0.12743 -0.99028 0.62939  -0.6254
C2 0.82483 0.37827 0.75047  -0.2704
C3 -0.87229 0.78295 -0.74070  -0.2429
C4 -1.15731 -0.51700 -0.06519  -0.8373
H1 1.74614 -1.23443 -1.07692  -0.1280
H2 -0.09644 -1.50292 1.56518  0.0937
H3 0.33475 0.88088 1.60341  0.1222
H4 1.90962 0.29917 0.94447  0.1198
H5 0.76889 2.01406 -0.52664  0.1187
H6 -1.11302 0.76194 -1.79489  0.1164
H7 -1.50095 1.57056 -0.28210  0.1291
N1 0.56622 1.01143 -0.52894  -0.0754
S1 1.03853 -2.19968 -0.44549  0.7353
S2 -2.57639 -1.25496 -0.03207  0.7443

* multiplicity: 1
* SMILES: S=C1CNC[C@@H]1S

***

Name the most stable of them. #R.

***

#P
Molecular formula: C3H7IN
Method: DFT, the ωB97M-V functional and the def2-TZVPD basis

Last column: Löwdin charge in e.
Geometry (Å):
C1 0.70208 0.50067 0.88571  -0.0520
C2 0.77151 0.55412 -0.65710  0.0340
C3 -0.64770 -1.45808 0.01968  0.0005
N1 0.10119 -0.45300 0.11438  -0.1666
I1 -3.23951 -0.05263 -0.00822  0.7871
H1 1.61819 0.35547 1.58618  0.1705
H2 0.14647 1.29557 1.51974  0.1626
H3 0.20873 1.22289 -1.18517  0.0985
H4 1.58172 0.28313 -1.22846  0.1093
H5 -0.78626 -1.99880 -0.93857  0.1327
H6 -0.86477 -1.87732 1.01881  0.1263
H7 -2.47328 0.12647 1.24099  -0.4030

* multiplicity: 1
* charge: +1

***

#Q
Molecular formula: C3H7IN
Method: DFT, the ωB97M-V functional and the def2-TZVPD basis

Last column: Löwdin charge in e.
Geometry (Å):
C1 -1.63960 0.83819 -0.03994  -0.5567
C2 0.74476 0.84372 0.03282  0.0285
C3 -0.55539 -1.28654 0.00648  -0.0265
N1 -0.54311 0.19055 -0.01169  -0.2549
I1 -3.51056 -0.00652 0.00276  1.1115
H1 -1.46699 1.98527 -0.03861  0.1341
H2 1.11277 0.92919 1.17644  0.1874
H3 0.53905 1.80190 -0.30291  0.0739
H4 1.41273 0.36153 -0.50357  0.0523
H5 -1.28540 -1.48656 -0.80153  0.0700
H6 -0.86507 -1.80070 0.93325  0.1293
H7 0.29389 -1.56490 -0.42420  0.0511

* multiplicity: 1
* charge: +1
* SMILES: C[N+](C)=CI

***

Name the most stable of them. #Q.

***

#P
Molecular formula: C5H4S2
Method: DFT, the ωB97M-V functional and the def2-TZVPD basis

Last column: Löwdin charge in e.
Geometry (Å):
C1 0.05188 0.69907 -0.25447  -0.2360
C2 -1.34279 -0.56850 -0.15950  -0.7303
C3 0.86374 -0.51502 -0.20080  -0.8184
C4 0.44608 1.95062 -0.13007  0.0631
C5 -0.29605 -1.44609 0.34047  -0.2095
S1 -2.77688 -0.25470 -0.63240  0.7952
S2 2.32925 -1.00253 -0.63657  0.7289
H1 1.47306 2.15402 0.24946  0.0927
H2 -0.29851 2.70591 -0.10149  0.0532
H3 -0.20533 -1.24034 1.44496  0.1548
H4 -0.24445 -2.48245 0.08042  0.1064

* multiplicity: 1
* SMILES: C=C1C(=S)CC1=S

***

#Q
Molecular formula: C5H4S2
Method: DFT, the ωB97M-V functional and the def2-TZVPD basis

Last column: Löwdin charge in e.
Geometry (Å):
C1 0.79701 -0.27136 -0.28763  -0.8029
C2 -0.09815 -1.20009 -0.98508  -0.1243
C3 -1.24747 -1.38589 -0.37577  -0.0680
C4 -1.27222 -0.56436 0.84532  -0.4795
C5 0.02039 0.19682 0.86295  -0.5629
H1 0.22571 -1.66644 -1.93569  0.1233
H2 -1.99750 -2.09811 -0.64490  0.1129
H3 -1.63036 -0.90360 1.75322  0.0819
H4 0.65945 0.25769 1.73985  0.1178
S1 2.30246 0.20217 -0.71698  0.7296
S2 -1.45588 1.28282 0.63753  0.8723

* multiplicity: 1
* SMILES: S=C1C=C[C@@H]2S[C@H]12

***

Name the most stable of them. #Q.

***

#P
Molecular formula: C7H14N3
Method: DFT, the ωB97M-V functional and the def2-TZVPD basis

Last column: Löwdin charge in e.
Geometry (Å):
C1 0.26080 -1.80636 -0.10123  -0.1394
C2 2.31592 0.77400 -0.13377  -0.1317
C3 3.12964 0.21850 0.68535  0.1043
C4 -1.76496 -0.32728 0.51005  -0.3866
C5 -1.58758 0.64721 1.61353  -0.0366
C6 -2.77507 -0.15495 -0.32804  0.0837
C7 0.17227 0.86845 -1.47640  0.0560
N1 1.32162 -1.20020 -0.57428  0.0629
N2 -0.94886 -1.54085 0.43504  0.0960
N3 1.42602 0.12825 -1.04631  -0.1662
H1 0.39932 -2.91261 0.07108  0.1617
H2 3.44006 -0.73636 0.61916  0.0506
H3 3.69385 0.83004 1.32675  0.0823
H4 -0.78892 0.41187 2.28337  0.0808
H5 -2.47439 0.83703 2.13753  0.0734
H6 -1.32951 1.65590 1.18174  0.1053
H7 -3.32985 0.72295 -0.33358  0.0672
H8 -3.15441 -0.79475 -1.10873  0.0864
H9 1.90908 1.78058 0.01321  0.1332
H10 -0.46416 0.91459 -0.57053  0.0553
H11 0.49546 1.81520 -1.90668  0.1151
H12 -0.40881 0.16455 -2.11965  0.1273
H13 -1.50406 -2.28587 0.73120  0.1257
H14 1.96652 -0.00989 -1.90884  0.1931

* multiplicity: 1
* charge: +1
* SMILES: C=C[N@H+](C)/N=C\NC(=C)C

***

#Q
Molecular formula: C7H14N3
Method: DFT, the ωB97M-V functional and the def2-TZVPD basis

Last column: Löwdin charge in e.
Geometry (Å):
C1 2.46400 0.50023 -0.07080  -0.1006
C2 0.10571 -1.88596 -0.93354  0.0296
C3 -0.37604 -0.63467 -0.24614  -0.4113
C4 -1.07384 -0.08237 2.15861  0.0156
C5 -1.58597 1.12916 -1.41433  -0.0681
C6 -1.44128 -0.77304 0.77861  -0.1246
C7 -0.24899 0.70713 -0.91981  -0.1846
N1 1.93234 -0.57899 -0.00215  0.1718
N2 0.89407 -1.27901 0.09341  -0.0147
N3 3.38356 1.23689 0.37221  0.2015
H1 -0.34565 -2.90934 -0.61408  0.1624
H2 0.65188 -2.02909 -1.89087  0.1442
H3 -1.21013 0.92628 2.08634  0.0508
H4 -0.09143 -0.35006 2.17848  0.0396
H5 -1.69083 -0.41605 2.89923  0.0570
H6 -2.14711 1.56708 -0.71956  0.0403
H7 -2.03725 0.23920 -1.83057  0.1026
H8 -1.51451 1.90429 -2.19380  0.1068
H9 -2.27122 -0.49203 0.19078  0.0982
H10 -1.48130 -1.83508 0.84998  0.1054
H11 0.29113 1.43443 -0.23662  0.1398
H12 0.34334 0.60710 -1.80223  0.1086
H13 3.66446 1.06596 1.41989  0.2185
H14 3.78507 1.94791 -0.15304  0.1109

* multiplicity: 1
* charge: +1
* SMILES: CCC1(CC)CN1N=C=[NH2+]

***

#R
Molecular formula: C7H14N3
Method: DFT, the ωB97M-V functional and the def2-TZVPD basis

Last column: Löwdin charge in e.
Geometry (Å):
C1 0.60096 -1.33139 -1.53661  -0.1522
C2 0.98103 -2.00814 -0.14663  -0.1559
C3 -0.40674 2.18102 1.08745  -0.0723
C4 -1.47438 1.03882 1.37608  -0.1681
C5 0.74004 0.21616 -1.45963  -0.2569
C6 -0.16780 2.22036 -0.49254  -0.2090
C7 -0.13535 -2.24084 0.90912  -0.1790
N1 -0.91298 -0.04727 0.80705  0.0205
N2 -0.36191 0.95949 -1.10443  0.1125
N3 -0.80013 -1.10649 1.44340  0.1302
H1 1.25519 -1.79332 -2.21093  0.0874
H2 -0.40126 -1.44937 -1.92426  0.1146
H3 1.22608 -3.10513 -0.52280  0.1467
H4 2.00317 -1.52235 0.21590  0.1523
H5 -0.79943 3.24154 1.27603  0.1474
H6 0.54646 1.88405 1.54850  0.1171
H7 -1.41830 0.73794 2.43124  0.1462
H8 -2.40623 1.26293 0.95715  0.1268
H9 1.51014 0.36606 -0.70496  0.1123
H10 1.17671 0.60077 -2.40857  0.1759
H11 -1.00399 2.76561 -1.08747  0.1641
H12 0.88154 2.74246 -0.56666  0.1666
H13 -0.93411 -2.71027 0.38657  0.1210
H14 0.30128 -2.90266 1.72700  0.1519

* multiplicity: 1
* charge: +1

***

#S
Molecular formula: C7H14N3
Method: DFT, the ωB97M-V functional and the def2-TZVPD basis

Last column: Löwdin charge in e.
Geometry (Å):
C1 0.82628 2.25774 1.41727  0.2476
C2 2.22677 -0.94546 1.30579  -0.1744
C3 -1.30981 -1.46950 -0.78350  -0.0439
C4 -2.21511 0.84237 -0.76019  -0.0374
C5 0.16397 0.47515 -1.82059  -0.0327
C6 0.72146 -0.97694 1.62268  -0.1028
C7 -0.96657 0.00295 -0.88490  -0.2707
N1 2.59315 -0.10182 0.48910  0.1111
N2 0.39640 1.24172 1.08282  -0.0682
N3 -0.02115 0.10519 0.98930  -0.0238
H1 1.18140 3.22325 1.76178  0.1180
H2 2.80276 -1.61326 1.83011  0.0927
H3 -0.59066 -2.17652 -0.74793  0.0530
H4 -2.06009 -1.58374 -0.08437  0.0728
H5 -1.85482 -1.76464 -1.68925  0.1200
H6 -1.88421 1.91682 -0.86061  0.1022
H7 -2.85743 0.85134 0.12666  0.1038
H8 -2.86043 0.43212 -1.50600  0.0968
H9 1.20887 0.10614 -1.40751  0.1005
H10 0.09031 0.15992 -2.86737  0.0959
H11 0.10660 1.63540 -1.69477  0.1048
H12 0.20794 -1.85029 1.45465  0.0773
H13 0.48913 -0.74926 2.72473  0.1590
H14 3.60524 -0.01868 0.30211  0.0984

* multiplicity: 1
* charge: +1

***

Name the most stable of them. #P.